Here is C6H10NO2PS as an isolated structure at a distorted geometry from the OMol25 dataset. Energies are from the ωB97M-V functional and the def2-TZVPD basis.

Structure (XYZ):
```
21
Properties=species:S:1:pos:R:3:lowdin_charge:R:1
C 0.48 4.03 -0.26 0.17
C 0.37 2.89 0.08 -0.10
C -1.00 0.94 -0.29 -0.13
C -1.26 -0.49 -0.03 -0.34
C 0.27 1.54 0.34 -0.36
C -0.65 -2.71 -0.54 -0.18
N -0.33 -1.31 -0.79 -0.17
O 1.46 0.95 -0.29 -0.24
O 1.49 -0.66 1.52 -0.27
P 1.71 -0.59 -0.07 0.34
S 3.42 -1.49 -0.48 0.24
H 0.49 5.08 -0.50 0.05
H -1.01 1.02 -1.32 0.11
H -1.70 1.64 0.20 0.14
H -1.45 -0.72 1.02 0.12
H -2.31 -0.74 -0.25 0.11
H 0.34 1.29 1.37 0.13
H -0.57 -3.28 -1.58 0.10
H -0.01 -3.23 0.24 0.08
H -1.81 -2.79 -0.34 0.10
H 2.07 -1.37 1.97 0.11
```

E in a.u.: -1179.3026
Energy relative to the best compared isomer or geometry (same formula, charge and spin) in kcal per mole: 20.8
M in g mol⁻¹: 191.19
Largest force on an atom in hartree/bohr: 0.065
Total charge: 0

Here is a 13-piece molecular cluster, C5H38N2O12S overall at a distorted geometry from the OMol25 dataset. Energies are from the ωB97M-V functional and the def2-TZVPD basis.

Structure (XYZ):
```
58
Properties=species:S:1:pos:R:3:lowdin_charge:R:1
N 1.61 -0.28 -3.63 0.06
C 0.78 0.89 -3.08 -0.37
C 1.31 2.30 -3.57 -0.34
S 0.47 3.91 -2.86 1.09
C 0.95 0.91 -1.53 -0.20
N -0.39 0.64 -0.95 -0.21
C -0.70 -0.85 -0.91 -0.06
C -0.52 1.22 0.32 -0.18
H 0.94 -0.98 -4.14 0.15
H 2.39 0.02 -4.14 0.05
H -0.28 0.76 -3.32 0.13
H 0.92 2.36 -4.59 0.08
H 2.30 2.47 -3.98 0.10
H 0.25 3.54 -1.47 -0.01
H 1.65 0.03 -1.47 0.11
H 1.65 1.94 -1.17 0.16
H -0.78 -1.16 -1.93 0.07
H 0.03 -1.49 -0.47 0.06
H -1.59 -1.22 -0.31 0.09
H -1.00 2.23 0.35 0.09
H -1.32 0.74 1.00 0.06
H 0.25 1.26 1.05 0.07
H 3.30 -2.24 2.20 0.03
H 1.93 -2.88 2.04 0.04
O 2.62 -2.42 1.52 -0.09
H 1.78 0.61 3.82 0.03
H 1.20 -0.01 4.77 0.06
O 0.93 0.76 4.24 -0.05
H 1.70 -2.33 -2.17 0.00
H 1.95 -3.59 -1.57 0.02
O 2.48 -2.89 -1.93 -0.06
H -2.57 0.08 -2.21 -0.02
H -3.77 0.98 -2.26 0.08
O -3.52 0.02 -2.33 -0.06
H -0.82 -3.57 2.34 0.07
H -0.57 -3.40 0.82 0.00
O -0.70 -4.12 1.46 -0.11
H -3.25 1.59 1.11 -0.02
H -2.68 2.81 2.05 0.01
O -3.30 2.55 1.28 -0.15
H -0.30 -1.81 2.90 0.11
H -1.16 -0.77 1.88 -0.06
O -0.76 -1.58 2.02 -0.09
H -3.01 0.37 2.42 0.12
H -3.32 -0.83 1.26 0.11
O -2.72 -0.07 1.54 -0.15
H -4.39 -2.11 -1.35 0.02
H -3.18 -2.92 -0.82 0.05
O -3.90 -2.34 -0.57 -0.04
H 3.05 2.63 1.49 -0.10
H 3.65 1.84 0.26 0.06
O 3.29 1.91 1.17 0.04
H -2.50 2.34 4.01 0.05
H -1.05 2.04 3.30 0.13
O -2.09 2.07 3.23 -0.04
H 4.98 -0.62 0.71 0.14
H 3.58 -0.59 0.76 -0.05
O 4.19 -0.74 1.41 -0.09
```

E in a.u.: -1623.2393
Energy relative to the best compared isomer or geometry (same formula, charge and spin) in kcal per mole: 186.5
M in g mol⁻¹: 350.43
Largest force on an atom in hartree/bohr: 0.242
Total charge: +1
Spin multiplicity: 2

Here is one molecule with the formula C5H9NO4S at a distorted geometry from the OMol25 dataset. Energies are from the ωB97M-V functional and the def2-TZVPD basis.

Structure (XYZ):
```
20
Properties=species:S:1:pos:R:3:lowdin_charge:R:1
C -1.21 -1.27 0.82 -0.38
C -0.44 -1.05 -1.64 -0.27
C -0.33 -0.04 1.13 -0.38
C 0.69 0.24 0.06 -0.15
C 0.87 1.62 -0.53 -0.22
N 1.81 -0.59 0.07 -0.40
O 2.80 -0.26 -0.57 0.06
O 1.71 -1.66 0.68 0.03
O -1.11 1.10 1.39 -0.03
O -0.31 2.22 -0.98 -0.05
S -1.93 -1.02 -0.83 0.92
H -0.58 -2.16 0.81 0.08
H -2.00 -1.38 1.55 0.09
H -0.39 -0.56 -2.60 0.05
H 0.22 -1.88 -1.45 0.04
H 0.22 -0.31 2.05 0.16
H 1.54 1.55 -1.39 0.13
H 1.37 2.25 0.23 0.14
H -2.04 0.86 1.40 0.10
H -0.89 2.33 -0.22 0.08
```

E in a.u.: -949.6382
Energy relative to the best compared isomer or geometry (same formula, charge and spin) in kcal per mole: 143.9
M in g mol⁻¹: 179.20
Largest force on an atom in hartree/bohr: 0.053
Total charge: 0